1.
Here is a cluster of 9 separate species, C27H78N12O9 in total from the Open Molecules 2025 dataset. Energies are from ωB97M-V with the def2-TZVPD basis set.

Structure (ORCA input):
```
! wB97M-V def2-TZVPD RIJCOSX def2/J DEFGRID3
* xyz 0 1
C -4.9802 0.3474 0.0740
C -5.7583 1.5917 -0.3392
C -6.5625 1.4291 -1.6082
O -5.6885 1.2263 -2.7167
C -6.4008 0.7464 -3.8573
N -6.5431 1.9449 0.8625
H -5.6284 -0.5276 0.1231
H -4.4086 0.4738 0.9934
H -4.3207 0.1607 -0.7736
H -4.9692 2.3207 -0.5231
H -7.1135 2.3584 -1.7533
H -7.1819 0.5524 -1.4188
H -7.1569 1.4447 -4.2160
H -6.8506 -0.1538 -3.4385
H -5.7257 0.4835 -4.6717
H -6.8745 2.8989 0.8512
H -5.8671 1.7291 1.5813
C 4.9472 -3.5107 -3.0830
C 4.2476 -2.4643 -3.8505
C 3.3501 -1.6247 -2.9099
O 2.3540 -0.8157 -3.5442
C 1.4205 -0.4343 -2.5563
N 5.0372 -1.6756 -4.7843
H 5.4954 -4.1719 -3.7541
H 4.3011 -4.1095 -2.4411
H 5.7192 -3.1289 -2.4149
H 3.5686 -3.0297 -4.4887
H 3.9903 -1.0777 -2.2178
H 2.7797 -2.2856 -2.2572
H 1.8000 0.2488 -1.7965
H 0.9441 -1.2334 -1.9883
H 0.5695 0.0246 -3.0596
H 5.2932 -2.3065 -5.5303
H 4.3369 -1.1192 -5.2534
C 5.6489 -1.6571 0.4685
C 4.5367 -2.1638 1.2749
C 4.8546 -2.4030 2.8115
O 3.7238 -2.9968 3.5042
C 3.5892 -2.4994 4.8346
N 3.3728 -1.3306 1.0398
H 5.5057 -1.6405 -0.6119
H 6.5972 -2.1603 0.6571
H 5.7979 -0.6549 0.8706
H 4.4319 -3.1391 0.7997
H 4.9967 -1.4097 3.2373
H 5.7661 -2.9330 3.0875
H 2.7228 -2.9738 5.2954
H 3.4340 -1.4227 4.7665
H 4.5012 -2.5833 5.4255
H 2.5543 -1.8020 1.3975
H 3.1610 -1.3201 0.0523
C -1.8495 -2.4970 -1.4713
C -3.1900 -2.6532 -0.8664
C -3.6057 -4.0571 -0.4869
O -4.9689 -4.1073 -0.7746
C -5.5364 -5.3497 -0.5229
N -3.0265 -1.9392 0.4117
H -1.7078 -3.1639 -2.3217
H -1.1303 -2.7299 -0.6861
H -1.6739 -1.4639 -1.7711
H -3.8328 -2.0813 -1.5356
H -3.2258 -4.4590 0.4524
H -3.2485 -4.7287 -1.2676
H -4.9756 -6.0930 -1.0896
H -6.6123 -5.3530 -0.6973
H -5.4586 -5.6526 0.5213
H -2.7057 -0.9926 0.2666
H -3.9050 -1.8922 0.9079
C 3.3629 3.9174 1.0975
C 3.6423 2.4851 1.6279
C 3.0544 2.1782 3.0270
O 3.5452 3.1080 4.0645
C 4.9696 3.1257 4.1874
N 3.0924 1.5521 0.6568
H 3.9519 4.1978 0.2243
H 3.5774 4.7548 1.7615
H 2.3268 3.9959 0.7683
H 4.7162 2.3211 1.7178
H 3.3540 1.1959 3.3922
H 1.9686 2.2444 3.0966
H 5.4519 3.6072 3.3368
H 5.3345 2.1005 4.2502
H 5.2966 3.6448 5.0884
H 3.5587 0.6628 0.7653
H 3.5527 1.8786 -0.1808
C -2.7061 3.4849 -1.5304
C -1.4902 4.4240 -1.7426
C -0.2489 3.7977 -2.4621
O -0.4131 3.3890 -3.8147
C 0.8226 2.8679 -4.4227
N -2.0239 5.5549 -2.4402
H -3.5689 3.9614 -1.0650
H -2.3019 2.6906 -0.9029
H -3.0211 3.0309 -2.4699
H -1.1428 4.8011 -0.7807
H 0.2893 3.0032 -1.9450
H 0.5081 4.5818 -2.4728
H 0.7107 2.5112 -5.4465
H 1.2102 2.0088 -3.8750
H 1.5982 3.6337 -4.4341
H -2.5347 5.2621 -3.2609
H -1.3397 6.2155 -2.7801
C -0.3442 0.9177 0.7752
O -1.5160 0.5733 0.7005
N 0.1085 2.0971 0.5501
N 0.5878 0.0965 1.0019
H -0.5396 2.8165 0.2629
H 1.1122 2.2083 0.5326
H 1.5571 0.3798 1.0155
H 0.4730 -0.9070 1.0076
C -3.0763 1.3616 3.8044
O -3.5095 1.5323 4.9098
N -2.3538 0.3644 3.4374
N -3.2608 2.1919 2.8320
H -1.8508 -0.2801 4.0306
H -2.2633 0.2608 2.4369
H -3.8607 2.9554 3.1101
H -2.8974 2.0016 1.9090
C 0.2436 -2.7442 2.4765
O 0.6584 -2.7719 1.3116
N 0.8692 -3.2209 3.4909
N -1.0346 -2.4408 2.7355
H 1.8401 -3.4966 3.4539
H 0.4351 -2.9714 4.3681
H -1.4425 -2.7378 3.6104
H -1.7047 -2.3842 1.9820
*
```

Results
Max |F| in hartree/bohr: 0.129
Total energy in Ha: -2409.6565
Energy relative to the best compared isomer or geometry (same formula, charge and spin) in kcal per mole: 58.6
Kohn-Sham gap in eV: 9.281



2.
Here is a cluster of 2 separate species, C30H32N3 in total from the Open Molecules 2025 dataset. Energies are from ωB97M-V with the def2-TZVPD basis set.

Structure (ORCA input):
```
! wB97M-V def2-TZVPD RIJCOSX def2/J DEFGRID3
* xyz 1 1
C 0.6219 1.8220 2.7074
C -0.2650 0.9410 3.4979
C -1.6130 0.7311 3.1391
N -2.0799 1.3507 1.9691
C -1.2833 1.6392 0.8932
N -2.1250 2.0995 -0.0627
C -1.7591 2.5953 -1.3692
C -3.4539 2.0186 0.3695
C -3.4187 1.6505 1.6559
C -2.4349 -0.1524 3.8608
C -3.7953 -0.5828 3.4310
C -1.9032 -0.7246 5.0203
C -0.5693 -0.5399 5.3948
C -0.0122 -1.2842 6.5628
C 0.2340 0.3154 4.6407
H 1.6130 1.3640 2.5890
H 0.1636 1.9778 1.6644
H 0.7945 2.7953 3.1894
H -0.7655 2.2157 -1.6284
H -2.4859 2.2478 -2.1146
H -1.7479 3.6966 -1.3851
H -4.2882 2.2295 -0.2728
H -4.2112 1.6024 2.3753
H -4.0338 -1.5123 3.9600
H -4.5579 0.1450 3.7302
H -3.8736 -0.7788 2.3574
H -2.5537 -1.3606 5.6203
H 1.0024 -0.9452 6.7779
H -0.6386 -1.1313 7.4461
H 0.0238 -2.3616 6.3635
H 1.2723 0.4859 4.9253
C -0.5153 -3.3757 -0.1078
C -0.2758 -2.8136 -1.4502
N -0.4194 -3.6034 -2.5392
C -0.0809 -2.9326 -3.7058
C 0.3053 -1.6289 -3.3344
C 0.7167 -0.7509 -4.3299
C 0.6607 -1.1692 -5.6617
C 0.1892 -2.4464 -6.0126
C -0.1714 -3.3633 -5.0216
C 0.1349 -1.5165 -1.8751
C 0.4063 -0.3437 -1.1340
C 1.5941 0.4157 -1.3306
C 2.7109 -0.1544 -2.0280
C 3.8045 0.6194 -2.3790
C 3.8463 1.9818 -2.0499
C 4.9306 2.8389 -2.6219
C 2.8513 2.5112 -1.2064
C 1.7479 1.7465 -0.8446
H 0.1004 -2.8332 0.6166
H -1.5733 -3.2775 0.1871
H -0.2426 -4.4455 -0.0865
H -0.7271 -4.5671 -2.4954
H 1.0721 0.2402 -4.0602
H 0.9790 -0.4883 -6.4497
H 0.0963 -2.7132 -7.0652
H -0.5285 -4.3648 -5.2446
H -0.3313 0.0254 -0.4202
H 2.6839 -1.2102 -2.3090
H 4.6217 0.1708 -2.9496
H 4.9109 3.8448 -2.1953
H 5.9245 2.4159 -2.4410
H 4.8156 2.9300 -3.7110
H 2.9407 3.5430 -0.8512
H 0.9656 2.1649 -0.2006
*
```

Results
Max |F| in hartree/bohr: 0.046
Total energy in Ha: -1326.3514
Energy relative to the best compared isomer or geometry (same formula, charge and spin) in kcal per mole: 46.6
Kohn-Sham gap in eV: 5.335



3.
Here is the ion C6H8N with charge +1 from the Open Molecules 2025 dataset. Energies are from ωB97M-V with the def2-TZVPD basis set.

Structure (ORCA input):
```
! wB97M-V def2-TZVPD RIJCOSX def2/J DEFGRID3
* xyz 1 1
C 1.1438 -1.9665 0.1908
C 2.0964 -1.2814 -0.4902
C -0.8765 0.4273 1.1525
C -1.5207 -0.0442 -0.0724
C 0.8806 -0.6455 -0.1846
C -0.0718 0.5202 -0.1820
N -0.2143 1.9768 -0.7027
H 0.8164 -2.8658 0.6623
H 3.0704 -1.2583 -0.9269
H -1.1521 1.3980 1.5373
H -0.5590 -0.2784 1.9041
H -1.6757 -1.1005 -0.2314
H -2.2544 0.5940 -0.5432
H -0.2419 1.9687 -1.7187
H 0.5589 2.5556 -0.3946
*
```

Results
Max |F| in hartree/bohr: 0.065
Total energy in Ha: -287.7787
Energy relative to the best compared isomer or geometry (same formula, charge and spin) in kcal per mole: 111.4
Kohn-Sham gap in eV: 10.013



4.
Here is a cluster of 2 separate species, C4H9NO2 in total from the Open Molecules 2025 dataset. Energies are from ωB97M-V with the def2-TZVPD basis set.

Structure (ORCA input):
```
! wB97M-V def2-TZVPD RIJCOSX def2/J DEFGRID3
* xyz 0 1
C -2.5438 0.2429 0.6274
N -1.1787 -0.1194 0.3387
C -0.5503 -1.1576 0.9246
O 0.6212 -1.4748 0.7957
C 1.8556 -0.3082 -1.1482
C 1.5097 1.0115 -0.5845
O 0.5180 1.6606 -0.8605
H -2.5927 1.2426 1.0767
H -3.1478 0.2336 -0.2868
H -2.9596 -0.4816 1.3342
H -1.2231 -1.7467 1.5692
H 2.5263 -0.9105 -0.5357
H 1.0251 -0.9014 -1.5354
H 2.3369 1.4740 -0.0191
H 2.4227 0.1722 -1.9577
H -0.6479 0.5234 -0.2459
*
```

Results
Max |F| in hartree/bohr: 0.020
Total energy in Ha: -363.0245
Energy relative to the best compared isomer or geometry (same formula, charge and spin) in kcal per mole: 38.3
Kohn-Sham gap in eV: 10.634